Entry 1:
C14H16N4O2 | ωB97M-V with the def2-TZVPD basis set

```
! RIJCOSX wB97M-V def2-TZVPD def2/J DEFGRID3
* xyz 0 1
C -1.331 -3.116 -1.407
C -1.760 -2.786 0.100
O -2.024 -3.749 0.827
N -1.758 -1.543 0.661
C -1.231 -0.375 0.037
N -0.646 -0.166 -1.140
C 0.008 1.036 -1.510
C 0.079 1.095 -3.039
C 1.450 0.928 -0.878
N -0.707 2.151 -0.815
C -0.691 3.554 -1.292
C -1.086 1.921 0.452
O -1.456 2.869 1.151
N -1.259 0.639 0.958
C -1.612 0.041 2.126
C -1.448 0.686 3.338
C -1.780 0.014 4.525
C -2.211 -1.316 4.474
C -2.258 -2.002 3.242
C -1.966 -1.263 2.063
H -1.887 -3.947 -1.887
H -0.307 -3.475 -1.373
H -1.303 -2.331 -2.082
H 0.754 0.202 -3.181
H -0.794 0.711 -3.547
H 0.444 2.059 -3.531
H 1.948 1.802 -1.311
H 1.475 0.943 0.239
H 1.829 -0.092 -1.180
H 0.206 4.139 -1.043
H -0.610 3.670 -2.358
H -1.462 4.207 -0.909
H -1.134 1.725 3.285
H -1.850 0.463 5.517
H -2.460 -1.707 5.398
H -2.599 -3.019 3.293
*
```

Its SMILES is CC(=O)N1C2=NC(C)(C)N(C)C(=O)N2c2ccccc21. The value obtained for the HOMO energy is -8.35 eV. For the energy above the lowest of the compared OMol25 structures with the same formula, charge and spin, the calculation gives 0.671 eV. The LUMO energy is 0.657 eV. For the strongest force on any atom, the calculation gives 5.2 eV/A. The value obtained for the HOMO-LUMO gap is 9.0 eV.


Entry 2:
C14H16O | ωB97M-V with the def2-TZVPD basis set

```
! RIJCOSX wB97M-V def2-TZVPD def2/J DEFGRID3
* xyz 0 1
C 2.104 -0.407 -2.359
C 0.642 -0.277 -2.064
C -0.112 -1.478 -2.176
C -1.416 -1.590 -1.757
C -1.921 -0.445 -1.162
O -3.201 -0.531 -0.604
C -1.224 0.736 -0.926
C 0.061 0.810 -1.439
H 2.479 0.215 -3.186
H 2.388 -1.394 -2.716
H 2.712 -0.023 -1.531
H 0.452 -2.324 -2.556
H -2.027 -2.480 -1.734
H -3.548 0.339 -0.486
H -1.672 1.558 -0.393
H 0.563 1.740 -1.223
C 1.715 -1.739 2.081
C 0.963 -0.452 1.738
C -0.319 -0.145 2.156
C -0.790 1.174 2.212
C 0.037 2.206 1.797
C 1.294 1.969 1.252
C 1.724 0.641 1.271
H 2.391 -1.521 2.910
H 2.380 -1.873 1.234
H 0.995 -2.536 2.234
H -0.888 -0.820 2.788
H -1.639 1.372 2.855
H -0.312 3.235 1.861
H 2.035 2.670 0.894
H 2.686 0.375 0.841
*
```

Its SMILES is Cc1ccc(O)cc1.Cc1ccccc1. The value obtained for the HOMO energy is -8.10 eV. For the energy above the lowest of the compared OMol25 structures with the same formula, charge and spin, the calculation gives 1.057 eV. The LUMO energy is 0.898 eV. For the strongest force on any atom, the calculation gives 2.4 eV/A. The value obtained for the HOMO-LUMO gap is 9.0 eV.


Entry 3:
C14H16O | ωB97M-V with the def2-TZVPD basis set

```
! RIJCOSX wB97M-V def2-TZVPD def2/J DEFGRID3
* xyz 0 1
C 1.247 0.861 -3.393
C 0.573 1.494 -2.194
C 1.288 1.950 -1.088
C 0.623 2.564 -0.041
C -0.735 2.717 -0.068
O -1.431 3.394 0.906
C -1.511 2.115 -1.054
C -0.809 1.694 -2.182
H 0.661 1.028 -4.292
H 1.539 -0.188 -3.284
H 2.232 1.321 -3.480
H 2.363 1.810 -1.112
H 1.175 2.991 0.792
H -0.859 3.647 1.604
H -2.560 1.922 -0.895
H -1.405 1.474 -3.061
C -0.515 -2.581 3.611
C -0.237 -2.202 2.188
C 0.661 -1.202 1.824
C 0.984 -0.978 0.489
C 0.239 -1.620 -0.484
C -0.770 -2.508 -0.109
C -1.006 -2.857 1.215
H 0.039 -3.426 4.042
H -1.523 -2.977 3.777
H -0.394 -1.743 4.303
H 1.220 -0.780 2.653
H 1.793 -0.291 0.290
H 0.291 -1.192 -1.479
H -1.417 -2.845 -0.913
H -1.755 -3.593 1.435
*
```

Its SMILES is Cc1ccc(O)cc1.Cc1ccccc1. The value obtained for the HOMO energy is -8.38 eV. For the energy above the lowest of the compared OMol25 structures with the same formula, charge and spin, the calculation gives 0.837 eV. The LUMO energy is 0.803 eV. For the strongest force on any atom, the calculation gives 1.8 eV/A. The value obtained for the HOMO-LUMO gap is 9.2 eV.


Entry 4:
C14H16O | ωB97M-V with the def2-TZVPD basis set

```
! RIJCOSX wB97M-V def2-TZVPD def2/J DEFGRID3
* xyz 0 1
C 3.774 -0.066 -2.420
C 3.122 -0.018 -1.070
C 1.822 -0.403 -1.049
C 1.133 -0.241 0.138
C 1.803 0.168 1.252
O 0.882 0.335 2.263
C 3.033 0.805 1.269
C 3.683 0.811 0.033
H 3.564 -1.029 -2.996
H 4.937 -0.161 -2.294
H 3.446 0.686 -3.247
H 1.236 -0.705 -1.913
H 0.105 -0.628 0.028
H 1.174 0.525 3.178
H 3.458 1.084 2.074
H 4.634 1.265 -0.196
C -3.625 1.758 1.150
C -3.058 0.516 0.545
C -2.219 -0.350 1.315
C -1.817 -1.607 0.853
C -2.067 -2.036 -0.443
C -2.753 -1.151 -1.224
C -3.399 0.000 -0.683
H -4.263 1.597 1.955
H -3.697 2.485 0.383
H -2.875 2.443 1.635
H -1.774 0.038 2.267
H -1.322 -2.188 1.567
H -1.808 -3.073 -0.825
H -2.958 -1.328 -2.258
H -4.170 0.470 -1.288
*
```

Its SMILES is Cc1ccc(O)cc1.Cc1ccccc1. The value obtained for the HOMO energy is -8.09 eV. For the energy above the lowest of the compared OMol25 structures with the same formula, charge and spin, the calculation gives 3.190 eV. The LUMO energy is 0.732 eV. For the strongest force on any atom, the calculation gives 7.8 eV/A. The value obtained for the HOMO-LUMO gap is 8.8 eV.


Entry 5:
C14H16O | ωB97M-V with the def2-TZVPD basis set

```
! RIJCOSX wB97M-V def2-TZVPD def2/J DEFGRID3
* xyz 0 1
C 3.073 -2.950 -2.386
C 1.716 -2.504 -1.897
C 1.362 -2.578 -0.559
C 0.124 -2.105 -0.120
C -0.736 -1.535 -1.029
O -1.971 -1.053 -0.695
C -0.417 -1.534 -2.383
C 0.838 -1.924 -2.818
H 2.963 -3.811 -3.049
H 3.720 -3.275 -1.564
H 3.616 -2.211 -2.971
H 2.095 -3.042 0.083
H -0.069 -2.098 0.950
H -2.034 -0.929 0.254
H -1.172 -1.138 -3.050
H 1.142 -1.726 -3.835
C -2.189 1.425 3.283
C -1.377 2.076 2.192
C -1.713 1.854 0.855
C -0.962 2.434 -0.150
C 0.204 3.136 0.158
C 0.562 3.331 1.482
C -0.216 2.797 2.498
H -3.190 1.845 3.315
H -1.763 1.439 4.284
H -2.282 0.349 3.083
H -2.423 1.081 0.626
H -1.170 2.303 -1.205
H 0.807 3.568 -0.635
H 1.476 3.853 1.733
H -0.012 2.924 3.551
*
```

Its SMILES is Cc1ccc(O)cc1.Cc1ccccc1. The value obtained for the HOMO energy is -8.37 eV. For the energy above the lowest of the compared OMol25 structures with the same formula, charge and spin, the calculation gives 0.383 eV. The LUMO energy is 0.768 eV. For the strongest force on any atom, the calculation gives 1.2 eV/A. The value obtained for the HOMO-LUMO gap is 9.1 eV.


Entry 6:
C14H16O2 | ωB97M-V with the def2-TZVPD basis set

```
! RIJCOSX wB97M-V def2-TZVPD def2/J DEFGRID3
* xyz 0 1
C 1.305 0.132 3.212
C 1.389 -0.946 2.108
C 0.508 -0.887 1.024
C 0.812 -1.644 -0.087
C 1.913 -2.511 -0.028
O 2.377 -3.107 -1.174
C 2.566 -2.844 1.158
C 2.261 -2.000 2.253
H 0.700 1.022 3.087
H 2.355 0.434 3.263
H 1.061 -0.334 4.168
H -0.384 -0.274 0.978
H 0.157 -1.575 -0.945
H 2.074 -2.605 -1.937
H 3.204 -3.695 1.320
H 2.788 -2.062 3.197
C -3.032 2.399 0.399
C -2.093 1.824 -0.623
C -2.378 0.597 -1.198
C -1.583 0.070 -2.221
C -0.393 0.703 -2.557
O 0.395 0.118 -3.531
C -0.090 1.914 -1.945
C -0.945 2.499 -1.027
H -2.651 3.235 0.973
H -3.455 1.576 0.980
H -3.936 2.739 -0.131
H -3.281 0.040 -0.971
H -1.894 -0.867 -2.664
H 0.029 0.278 -4.383
H 0.863 2.371 -2.186
H -0.640 3.398 -0.510
*
```

Its SMILES is Cc1ccc(O)cc1.Cc1ccc(O)cc1. The value obtained for the HOMO energy is -7.99 eV. For the energy above the lowest of the compared OMol25 structures with the same formula, charge and spin, the calculation gives 0.867 eV. The LUMO energy is 0.705 eV. For the strongest force on any atom, the calculation gives 2.8 eV/A. The value obtained for the HOMO-LUMO gap is 8.7 eV.